Arrangement P

Formula: CH7NS
Source: OMol25
Level of theory: ωB97M-V/def2-TZVPD

Structure (XYZ):
```
10
CH7NS | OMol25 | ωB97M-V/def2-TZVPD
S -1.909 0.697 0.033
H -1.559 0.726 1.327
C 2.486 -0.810 -0.586
N 1.499 -0.702 0.484
H 3.079 -1.708 -0.434
H 2.084 -0.824 -1.597
H 3.182 0.020 -0.488
H -2.933 1.513 0.296
H 0.747 -1.371 0.398
H 1.075 0.219 0.540
```

## Properties
HOMO level = -9.18 eV
Total charge = 0
E_LUMO = 0.85 eV
Kohn-Sham gap = 10.03 eV
SMILES string = CN.S

Mulliken population analysis, charges in e, atoms 1 to 8: -0.31 0.15 -0.68 -0.56 0.26 0.24 0.30 0.15


Arrangement Q

Formula: CH7NS
Source: OMol25
Level of theory: ωB97M-V/def2-TZVPD

Structure (XYZ):
```
10
CH7NS | OMol25 | ωB97M-V/def2-TZVPD
S -2.578 1.843 0.990
H -1.592 1.063 0.521
C 0.475 -0.526 -0.257
N 1.953 -0.454 -0.415
H 0.205 -1.575 -0.110
H -0.010 -0.156 -1.161
H 0.188 -0.045 0.674
H -2.985 0.875 1.816
H 2.206 -1.284 -0.944
H 2.138 0.260 -1.114
```

## Properties
HOMO level = -9.75 eV
Total charge = 0
E_LUMO = 0.93 eV
Kohn-Sham gap = 10.68 eV
SMILES string = CN.S

Mulliken population analysis, charges in e, atoms 1 to 8: -0.25 0.08 -0.53 -0.62 0.30 0.29 0.12 0.15


Comparing the structures above, arrangement P comes out on top by 0.161 eV.